No. 1
DFT (the ωB97M-V functional and the def2-TZVPD basis) results for the molecule C20H27N3O3S.

Each line ends with the natural charge from an NBO analysis.
CARTESIAN COORDINATES (ANGSTROEM)
C (1.14, 2.32, -2.67)  -0.617
C (0.84, 0.85, -2.94)  -0.408
C (2.00, -0.04, -2.53)  -0.058
O (2.10, 0.02, -1.12)  -0.520
C (3.14, -0.61, -0.49)  0.308
C (4.09, -1.40, -1.13)  -0.256
C (5.10, -1.99, -0.41)  -0.199
C (5.19, -1.80, 0.96)  -0.237
C (4.25, -1.02, 1.60)  -0.153
C (3.22, -0.42, 0.89)  -0.081
C (2.20, 0.43, 1.60)  -0.328
C (0.82, -0.03, 1.29)  -0.247
C (-0.28, 0.57, 0.75)  0.408
N (-0.54, 1.88, 0.39)  -0.638
C (-0.04, 3.05, 0.88)  0.686
O (-0.46, 4.11, 0.45)  -0.582
C (1.03, 2.93, 1.92)  -0.639
H (1.31, 3.92, 2.28)  0.260
H (0.73, 2.29, 2.75)  0.243
S (2.50, 2.19, 1.13)  0.237
H (-1.23, 2.00, -0.34)  0.418
N (-1.28, -0.36, 0.49)  -0.243
N (-0.82, -1.56, 1.05)  -0.458
C (0.50, -1.45, 1.45)  0.627
O (1.17, -2.38, 1.85)  -0.629
H (-1.23, -2.42, 0.73)  0.410
C (-2.70, -0.07, 0.67)  -0.032
C (-3.03, 0.13, 2.15)  -0.632
H (-2.47, 0.97, 2.56)  0.216
H (-4.09, 0.32, 2.29)  0.217
H (-2.76, -0.76, 2.72)  0.222
C (-3.53, -1.18, 0.03)  -0.409
C (-4.96, -0.75, -0.29)  -0.389
C (-5.74, -1.88, -0.95)  -0.599
H (-5.80, -2.74, -0.28)  0.203
H (-6.76, -1.55, -1.17)  0.214
H (-5.27, -2.19, -1.87)  0.203
H (-5.46, -0.44, 0.62)  0.198
H (-4.93, 0.11, -0.96)  0.197
H (-3.56, -2.05, 0.70)  0.201
H (-3.04, -1.49, -0.90)  0.212
H (-2.90, 0.86, 0.13)  0.200
H (2.38, 0.37, 2.68)  0.235
H (4.31, -0.87, 2.67)  0.212
H (5.98, -2.27, 1.53)  0.213
H (5.83, -2.60, -0.92)  0.212
H (4.03, -1.56, -2.20)  0.212
H (1.82, -1.08, -2.85)  0.176
H (2.93, 0.32, -2.99)  0.175
H (0.63, 0.69, -4.00)  0.206
H (-0.04, 0.54, -2.37)  0.197
H (0.27, 2.94, -2.87)  0.209
H (1.45, 2.46, -1.64)  0.224
H (1.96, 2.66, -3.31)  0.203

Summary:
Orbital gap: 8.8 eV
Relative energy (zero: lowest compared OMol25 entry of this formula, charge and spin): 33.4 kcal per mole
Calculated total energy: -42626.630 eV
SMILES string: CCCOc1ccccc1[C@H]1SCC(=O)Nc2c1c(=O)[nH]n2[C@H](C)CCC
LUMO level: 0.54 eV

***

No. 2
DFT (the ωB97M-V functional and the def2-TZVPD basis) results for a structure of composition C20H27N3O5S in a non-equilibrium geometry.

Each line ends with the natural charge from an NBO analysis.
CARTESIAN COORDINATES (ANGSTROEM)
C (-4.33, -1.91, 2.37)  -0.648
C (-3.05, -2.04, 1.35)  0.087
C (-2.04, -0.99, 1.34)  -0.351
C (-1.04, -1.24, 0.50)  0.229
C (-0.99, -2.47, -0.49)  -0.254
C (-2.08, -3.33, -0.33)  0.058
C (-3.20, -3.23, 0.64)  -0.290
H (-3.92, -3.82, 0.33)  0.215
C (-1.98, -4.37, -1.42)  -0.630
H (-1.23, -5.21, -0.91)  0.219
H (-2.96, -4.65, -1.48)  0.201
H (-1.61, -3.99, -2.38)  0.225
H (-0.14, -2.55, -1.11)  0.228
N (-0.03, -0.17, 0.54)  -0.696
S (0.04, 0.66, -1.02)  2.365
O (1.23, 1.34, -0.72)  -0.937
O (-0.16, -0.33, -1.97)  -0.890
C (-1.28, 1.80, -0.66)  -0.535
C (-1.04, 3.26, -0.36)  0.432
O (-2.39, 3.75, -0.20)  -0.346
N (-3.32, 2.79, -0.86)  -0.090
C (-2.75, 1.78, -0.87)  0.187
C (-3.30, 0.59, -1.51)  -0.654
H (-3.68, -0.12, -0.57)  0.251
H (-2.59, 0.09, -2.42)  0.251
H (-4.08, 0.78, -2.15)  0.231
C (0.02, 3.80, 0.11)  -0.760
H (0.68, 4.32, -0.78)  0.291
H (0.54, 3.44, 0.97)  0.328
H (-0.32, 4.89, 0.57)  0.256
C (0.21, 0.63, 1.64)  -0.346
C (1.63, 0.99, 1.58)  0.707
O (1.97, 2.20, 2.00)  -0.700
N (2.52, -0.10, 1.48)  -0.621
H (2.18, -0.95, 1.21)  0.418
C (4.01, 0.41, 1.45)  -0.227
H (4.46, -0.16, 2.16)  0.219
C (4.51, -0.55, 0.48)  0.109
H (5.59, -0.55, 0.30)  0.182
C (3.96, 0.11, -1.06)  -0.429
H (5.02, 0.20, -1.58)  0.215
H (3.28, 0.92, -0.80)  0.242
C (3.22, -1.22, -1.78)  -0.475
H (2.19, -1.18, -1.67)  0.213
C (3.70, -2.32, -1.08)  -0.069
H (4.91, -2.83, -1.43)  0.140
O (4.09, -2.01, 0.35)  -0.581
H (3.22, -3.35, -0.91)  0.226
H (3.57, -1.19, -2.98)  0.238
H (4.05, 1.34, 1.36)  0.230
H (-0.43, 1.44, 1.73)  0.210
H (0.08, -0.07, 2.52)  0.250
H (-2.09, -0.18, 1.94)  0.222
H (-5.19, -2.47, 1.96)  0.218
H (-4.03, -2.45, 3.35)  0.221
H (-4.57, -0.76, 2.68)  0.213

Summary:
Orbital gap: 8.5 eV
Relative energy (zero: lowest compared OMol25 entry of this formula, charge and spin): 458.2 kcal per mole
Calculated total energy: -46704.797 eV
LUMO level: -0.09 eV